(1)
C26H22BrI2NO3SeSr | ωB97M-V/def2-TZVPD

Properties
HOMO-LUMO gap (eV): 6.9
Spin multiplicity: 1
Energy above the lowest of the compared OMol25 structures with the same formula, charge and spin (eV): 0.845
Energy (a.u.): -6886.08857

Geometry (Å):
Sr1 -0.2726 0.2755 -0.3722
C1 1.5876 7.1075 -1.7738
O1 2.7960 6.4595 -1.4103
C2 2.7264 5.1658 -1.0253
C3 3.9570 4.5982 -0.6267
C4 3.9677 3.2993 -0.2210
C5 2.8070 2.4813 -0.1896
C6 2.9537 1.1120 0.2304
C7 4.2739 0.6197 0.7751
O2 2.0414 0.2602 0.1665
C8 1.5584 3.0697 -0.5994
O3 0.4365 2.4430 -0.6019
C9 1.5678 4.4285 -1.0113
H1 1.8550 8.1375 -1.9905
H2 0.8676 7.0790 -0.9534
H3 1.1493 6.6464 -2.6614
H4 4.8528 5.2011 -0.6533
H5 4.9170 2.8763 0.0767
H6 4.6767 1.2802 1.5413
H7 5.0131 0.5497 -0.0253
H8 4.1235 -0.3729 1.1925
H9 0.6177 4.8450 -1.3091
I1 -1.8232 2.5181 2.4790
C10 -0.6890 0.9385 3.2138
C11 -0.4383 0.8674 4.5785
C12 0.2880 -0.2107 5.0476
C13 0.7225 -1.1730 4.1465
C14 0.4203 -1.0059 2.8108
N1 -0.2687 0.0408 2.3374
H10 -0.8134 1.6347 5.2391
H11 0.5026 -0.3046 6.1039
H12 1.2783 -2.0413 4.4696
H13 0.7223 -1.7451 2.0795
Se1 -2.0282 -2.1278 -0.5469
C15 -3.7865 -1.3710 -0.6386
C16 -4.8176 -2.0602 -1.2784
C17 -6.0959 -1.5290 -1.3620
C18 -6.3859 -0.2892 -0.8082
C19 -5.3749 0.4069 -0.1607
C20 -4.0989 -0.1318 -0.0765
H14 -4.6059 -3.0267 -1.7185
H15 -6.8712 -2.0922 -1.8674
H16 -7.3833 0.1253 -0.8738
H17 -5.5771 1.3707 0.2910
H18 -3.3446 0.4259 0.4716
Br1 1.8618 -6.2905 0.7074
C21 0.8557 -5.8670 -0.8361
C22 0.1776 -6.9047 -1.4643
C23 -0.5795 -6.6509 -2.5933
C24 -0.6633 -5.3606 -3.0970
C25 0.0119 -4.3299 -2.4709
C26 0.7807 -4.5760 -1.3359
I2 1.7510 -2.9681 -0.4641
H19 0.2479 -7.9032 -1.0566
H20 -1.1075 -7.4642 -3.0731
H21 -1.2657 -5.1479 -3.9696
H22 -0.0755 -3.3193 -2.8419

Force components x, y, z for each atom (eV/Å):
-0.5 -0.4 0.3
0.1 0.0 0.0
0.0 0.0 0.0
-0.1 0.1 -0.1
0.0 -0.1 0.0
0.0 0.1 0.0
0.2 0.0 0.0
-0.2 0.1 -0.1
0.1 0.0 0.0
0.3 0.0 0.0
-0.1 -0.1 0.0
0.3 0.2 -0.1
0.1 0.1 0.0
0.0 0.0 0.0
0.0 0.0 0.0
0.0 0.0 0.0
0.0 0.0 0.0
0.0 0.0 0.0
0.0 0.0 0.0
0.0 0.0 0.0
0.0 0.0 0.0
0.0 0.0 0.0
-0.1 0.2 -0.2
0.1 -0.2 0.2
-0.1 0.1 -0.1
0.0 -0.1 0.0
0.0 0.0 0.1
0.0 -0.1 -0.1
0.0 0.1 0.1
0.0 0.0 0.0
0.0 0.0 0.0
0.0 0.0 0.0
0.0 0.0 0.0
-0.2 -0.1 -0.1
0.0 0.1 0.0
0.0 -0.1 -0.1
0.0 0.0 0.0
0.0 0.0 0.0
0.0 0.0 0.0
0.1 0.1 0.1
0.0 0.0 0.0
0.0 0.0 0.0
0.0 0.0 0.0
0.0 0.0 0.0
0.0 -0.1 0.0
0.0 0.0 0.0
0.0 -0.1 0.0
0.0 0.0 0.0
0.0 0.0 0.0
0.0 -0.1 0.0
0.1 0.0 0.1
-0.2 -0.2 -0.2
0.2 0.3 0.0
0.0 0.0 0.0
0.0 0.0 0.0
0.0 0.0 0.0
0.0 0.0 0.0

Mulliken population analysis, charges in e, atoms 1 to 4:
1 Sr 1.5968
2 C -0.8082
3 O -0.4295
4 C 1.0571

(2)
C26H22F4InO6 | ωB97M-V/def2-TZVPD

Properties
HOMO-LUMO gap (eV): 2.3
Spin multiplicity: 1
Total charge: +1
Energy (a.u.): -2044.54183

Geometry (Å):
In1 -14.4414 13.5362 12.2091
O1 -14.2223 15.5149 7.6276
C1 -14.4027 14.8037 8.7285
O2 -14.2964 15.2985 9.8677
O3 -14.7768 13.6090 8.6920
H1 -14.4422 14.9550 6.8676
O4 -11.8822 14.4677 16.2422
C2 -12.5439 14.1668 15.0946
O5 -13.2338 13.1160 15.1267
O6 -12.6331 14.9178 14.1004
H2 -12.1515 13.5910 16.6064
F1 -16.6874 15.2602 11.6979
C3 -17.7853 16.0073 11.9045
C4 -18.7710 15.6606 12.8004
C5 -19.9014 16.4511 12.9622
C6 -20.1414 17.5194 12.1306
C7 -19.1942 17.8047 11.1579
C8 -18.0118 17.1024 11.0640
H3 -18.6283 14.7882 13.4261
H4 -20.5750 16.0787 13.7223
H5 -21.0610 18.0615 12.3003
H6 -19.4005 18.6105 10.4655
H7 -17.2718 17.3329 10.3086
F2 -15.7056 14.8840 14.5410
C9 -15.9462 15.0408 15.8619
C10 -15.2198 16.0347 16.5233
C11 -15.4741 16.2453 17.8673
C12 -16.3196 15.3926 18.5716
C13 -17.0237 14.3954 17.9098
C14 -16.8047 14.2075 16.5620
H8 -14.4739 16.6086 15.9899
H9 -14.9827 17.0556 18.3877
H10 -16.4855 15.5859 19.6222
H11 -17.6536 13.7497 18.5048
H12 -17.2695 13.4971 15.8872
F3 -11.8967 12.2017 12.5464
C15 -10.6032 11.7775 12.5671
C16 -9.9670 11.8091 13.7722
C17 -8.6490 11.3388 13.8279
C18 -7.9783 11.0902 12.6255
C19 -8.6049 11.1161 11.4029
C20 -9.9540 11.4451 11.3886
H13 -10.5050 12.1145 14.6583
H14 -8.2545 11.3705 14.8335
H15 -6.9372 10.7976 12.6814
H16 -8.0939 10.8703 10.4844
H17 -10.4707 11.5218 10.4407
F4 -14.4940 16.4220 12.5604
C21 -14.3844 17.7105 12.2689
C22 -13.1342 18.1851 11.9112
C23 -12.9238 19.5424 11.6830
C24 -13.9701 20.4131 11.9037
C25 -15.2846 19.9752 12.1837
C26 -15.4467 18.6250 12.4483
H18 -12.3053 17.4891 11.9048
H19 -11.9146 19.8577 11.4653
H20 -13.7901 21.4789 11.8397
H21 -16.1560 20.5674 12.4180
H22 -16.3853 18.2573 12.8397

Force components x, y, z for each atom (eV/Å):
0.3 0.1 0.3
0.2 0.3 0.5
-1.1 -1.6 -0.9
0.6 1.0 1.0
0.4 0.4 -0.1
0.0 -0.1 0.0
-0.7 -1.3 -1.4
-1.1 1.3 -0.4
-0.1 -0.5 -0.5
0.7 0.1 0.3
0.8 0.6 1.4
0.0 -0.2 0.2
-1.4 1.0 -0.8
0.9 -0.5 0.7
0.4 -1.1 0.2
-0.1 -0.2 0.4
-0.4 0.8 -0.1
0.6 -0.6 -0.1
0.0 0.0 0.0
-0.3 0.5 0.0
0.1 0.3 -0.5
0.2 0.0 0.0
0.0 0.1 -0.1
-0.4 -0.4 -0.2
1.0 0.8 1.8
-0.4 -0.2 -0.5
0.2 -0.3 0.2
-0.3 0.6 -0.2
0.5 -0.1 0.6
0.0 0.1 -2.0
-0.1 0.1 -0.1
0.1 0.0 0.0
0.0 -0.2 0.0
-0.2 -0.1 -0.3
-0.4 -0.4 0.7
-0.1 -0.2 -0.4
0.1 0.5 -0.6
0.6 -0.8 0.5
-1.1 1.3 -0.4
1.1 -0.8 1.3
-1.0 0.2 0.3
-0.3 0.3 -0.7
0.0 0.0 0.0
0.8 -0.4 -0.3
0.0 0.0 0.0
0.1 0.1 0.0
-0.2 -0.1 0.1
-0.4 0.3 0.0
-0.1 0.9 0.3
1.1 0.1 -0.4
-0.1 -1.2 0.6
-0.8 1.2 -0.6
0.7 -1.7 0.9
-0.4 -0.5 -0.1
0.0 -0.1 -0.2
-0.1 0.3 -0.1
0.0 0.0 -0.1
0.3 0.6 -0.3
-0.1 -0.1 -0.1

Mulliken population analysis, charges in e, atoms 1 to 4:
1 In 0.9931
2 O -0.4163
3 C 0.7249
4 O -0.3182

(3)
C26H22F5N2O10PrS3 | ωB97M-V/def2-TZVPD

Properties
HOMO-LUMO gap (spin up / spin down) (eV): 6.5 / 6.5
Spin multiplicity: 3
Energy above the lowest of the compared OMol25 structures with the same formula, charge and spin (eV): 1.263
Total charge: -2
Energy (a.u.): -4077.03882

Geometry (Å):
Pr1 -17.2823 -4.7963 6.1755
O1 -16.8067 1.4862 3.9821
C1 -16.9158 0.1851 4.3373
C2 -15.7903 -0.4779 4.8243
C3 -15.9074 -1.7850 5.2520
N1 -17.1056 -2.3968 5.2886
C4 -18.1661 -1.7955 4.8302
C5 -18.1363 -0.4740 4.3338
C6 -19.4457 -2.6363 4.7530
O2 -20.3795 -2.3000 4.0219
O3 -19.3609 -3.7074 5.4274
C7 -14.7796 -2.6002 5.9418
O4 -13.6179 -2.2835 5.6699
O5 -15.2053 -3.5475 6.6446
H1 -15.9333 1.8133 4.1912
H2 -14.8244 0.0894 4.9897
H3 -19.0905 -0.0826 3.9726
F1 -17.9503 2.2639 11.2063
C8 -18.1443 1.0835 10.5467
C9 -18.3717 0.8882 9.2073
F2 -18.5710 1.9481 8.4236
C10 -18.3853 -0.3891 8.5869
F3 -18.5544 -0.3911 7.2266
C11 -18.2447 -1.5765 9.3358
S1 -18.4372 -3.1988 8.8376
C12 -18.0883 -1.3722 10.7148
F4 -17.8924 -2.4015 11.5976
C13 -17.9827 -0.0983 11.2590
F5 -17.7813 -0.0389 12.6196
C14 -14.7092 -11.3006 1.4176
C15 -15.1266 -9.9172 1.7429
C16 -16.1884 -9.3241 1.0420
C17 -16.6608 -8.0709 1.4291
C18 -16.1513 -7.4431 2.5428
C19 -15.0705 -8.0083 3.2113
C20 -14.5775 -9.1949 2.7956
S2 -16.9431 -5.9237 3.1150
O6 -15.9206 -4.9636 3.5443
O7 -17.7745 -5.5085 2.0179
N2 -17.6788 -6.3153 4.4372
C21 -18.7299 -7.3519 4.6141
C22 -18.9656 -7.5978 6.0824
O8 -19.1631 -8.7172 6.5616
O9 -18.9453 -6.5296 6.7603
H4 -15.1945 -11.9798 2.1464
H5 -13.6516 -11.2848 1.5856
H6 -14.9006 -11.6029 0.3849
H7 -16.5821 -9.8663 0.1386
H8 -17.3804 -7.6072 0.8399
H9 -14.6861 -7.6221 4.1479
H10 -13.7664 -9.7334 3.2858
H11 -18.4318 -8.2775 4.0892
H12 -19.6759 -6.9741 4.1451
C23 -15.7155 -7.4447 11.3850
C24 -15.5599 -7.6846 9.9329
S3 -16.3459 -6.3044 9.1305
O10 -16.2973 -6.6939 7.6545
C25 -18.0913 -6.3240 9.7562
C26 -18.7600 -7.6843 9.6451
H13 -14.7709 -7.8400 11.8183
H14 -16.5585 -7.9057 11.8669
H15 -15.7250 -6.4146 11.6502
H16 -15.8393 -8.6112 9.4648
H17 -14.5422 -7.4597 9.6099
H18 -18.5841 -5.6163 9.1024
H19 -18.0584 -5.8600 10.7558
H20 -18.4285 -8.2723 8.8065
H21 -19.8157 -7.5175 9.4738
H22 -18.6763 -8.3365 10.5336

Force components x, y, z for each atom (eV/Å):
-0.8 1.0 0.5
-0.8 0.5 -0.5
-0.1 -0.5 0.7
1.3 0.3 0.4
-0.4 0.0 1.1
1.2 -0.5 0.0
-0.8 1.6 -1.3
-0.2 -0.7 -0.2
-0.2 -0.6 -0.2
0.4 0.5 0.3
0.5 -0.5 0.2
0.4 0.9 -1.6
-0.2 0.1 0.5
-0.3 -1.0 0.5
0.3 -0.1 0.1
-1.1 -0.9 -0.4
0.5 0.1 0.1
-0.4 -0.5 -0.9
0.5 -1.0 1.0
0.0 -0.5 -1.3
0.0 0.6 -0.4
0.0 0.7 0.3
0.1 -0.1 1.6
-0.4 0.1 0.0
0.1 -0.5 -0.8
0.8 0.9 0.7
-0.3 0.8 -0.9
-0.2 -0.8 1.5
0.0 0.3 -0.8
0.0 -0.1 0.5
-1.9 1.1 -1.0
0.6 -0.6 -0.5
0.9 -1.1 0.1
0.2 0.7 0.2
-0.6 0.8 1.1
0.9 -2.3 -0.6
-0.1 -0.2 0.7
-0.2 -0.4 0.1
-0.2 -0.1 -0.4
-0.2 -0.9 0.1
0.2 0.3 -2.3
0.0 -0.1 0.8
-0.1 -0.4 -0.7
0.3 1.3 0.4
0.3 0.0 -0.6
0.8 -0.7 0.0
-0.2 0.1 0.2
0.2 0.7 1.0
-1.4 0.9 -0.7
-0.1 0.5 -0.2
0.0 0.5 0.4
-0.2 0.2 0.3
0.5 -0.4 0.4
1.7 -1.5 1.4
0.0 1.3 -1.1
-0.4 0.6 -0.7
-0.3 0.6 0.5
0.8 -0.9 -0.2
-0.2 -0.2 0.8
-0.7 0.1 0.4
-0.4 -0.4 0.0
0.0 1.0 0.0
-0.5 -0.5 0.2
0.2 -0.3 0.1
0.0 0.0 -0.1
0.0 -0.2 -0.4
0.2 0.1 -0.6
-0.3 -0.1 -0.1
0.2 0.5 0.0

Mulliken population analysis, charges in e, atoms 1 to 4:
1 Pr 0.9924
2 O -0.5614
3 C 1.2396
4 C -0.2461

(4)
C26H22GeN3O6PtSSe | ωB97M-V/def2-TZVPD

Properties
HOMO-LUMO gap (eV): 6.3
Spin multiplicity: 1
Total charge: -1
Energy (a.u.): -6615.64800

Geometry (Å):
Pt1 2.8645 0.8718 2.4206
O1 3.8338 -0.7554 3.1611
S1 5.1829 0.0332 3.1616
O2 6.2880 -0.8340 2.8793
O3 4.8406 0.9381 1.9254
O4 5.2996 0.8671 4.3341
O5 0.9608 0.5702 3.0776
C1 0.2531 -0.1674 2.3055
O6 0.6532 -0.7883 1.3141
C2 -1.2214 -0.2764 2.6540
C3 -2.1054 -0.3409 1.4042
Ge1 -1.3468 -1.0693 -0.2734
C4 -0.2513 0.1832 -1.3246
C5 1.1424 0.2422 -1.2405
C6 1.8576 1.2202 -1.9151
C7 1.1956 2.1628 -2.6936
C8 -0.1836 2.1033 -2.8101
C9 -0.8928 1.1163 -2.1351
C10 -0.6618 -2.8944 -0.2027
C11 -0.9295 -3.7116 0.8916
C12 -0.4654 -5.0169 0.9437
C13 0.2858 -5.5291 -0.1048
C14 0.5654 -4.7276 -1.2002
C15 0.0905 -3.4238 -1.2461
C16 -2.9593 -1.2191 -1.4563
C17 -4.2584 -0.9331 -1.0442
C18 -5.3444 -1.0531 -1.9042
C19 -5.1516 -1.4718 -3.2105
C20 -3.8653 -1.7648 -3.6465
C21 -2.7934 -1.6355 -2.7784
H1 -1.5164 0.5423 3.3112
H2 -1.3191 -1.1957 3.2407
H3 -2.4417 0.6698 1.1388
H4 -3.0182 -0.9046 1.6123
H5 1.6728 -0.4438 -0.5952
H6 2.9360 1.2566 -1.8126
H7 1.7561 2.9309 -3.2146
H8 -0.7107 2.8261 -3.4228
H9 -1.9729 1.0822 -2.2446
H10 -1.4969 -3.3231 1.7326
H11 -0.6773 -5.6300 1.8115
H12 0.6628 -6.5438 -0.0606
H13 1.1646 -5.1128 -2.0168
H14 0.3376 -2.8068 -2.1052
H15 -4.4464 -0.6013 -0.0278
H16 -6.3420 -0.8193 -1.5501
H17 -5.9939 -1.5695 -3.8849
H18 -3.6995 -2.0921 -4.6664
H19 -1.7977 -1.8580 -3.1513
Se1 -0.9935 3.4686 0.3031
N1 -0.0354 4.9614 0.3557
C22 1.1408 4.6129 0.8426
C23 2.2415 5.5010 1.0151
C24 3.3818 4.9847 1.5241
C25 3.4623 3.6033 1.8911
N2 2.4789 2.7567 1.7623
C26 1.2963 3.2303 1.2164
N3 0.2625 2.4501 1.0018
H20 2.1283 6.5380 0.7300
H21 4.2703 5.5784 1.6825
H22 4.3858 3.2119 2.2947

Force components x, y, z for each atom (eV/Å):
0.5 0.1 -0.3
0.2 0.2 0.4
-0.5 -0.3 -0.5
0.1 0.0 0.0
-0.1 0.2 0.5
0.2 -0.1 0.2
-0.1 -0.1 -0.2
0.0 0.0 -0.2
-0.1 0.2 0.4
0.0 -0.1 0.0
-0.1 0.1 0.0
0.0 0.0 0.1
0.0 0.0 0.0
0.1 0.0 0.1
0.0 0.0 0.0
0.1 0.0 0.0
0.0 0.0 -0.1
-0.2 0.0 -0.1
0.0 0.0 0.0
-0.1 0.0 0.1
0.0 0.0 0.0
0.0 0.0 0.0
0.0 0.0 0.0
0.1 0.1 -0.1
0.0 0.0 0.1
0.0 0.1 0.2
0.0 0.0 0.0
0.0 0.0 0.0
-0.1 0.0 0.0
0.1 0.0 -0.1
0.1 0.0 0.0
0.0 0.0 -0.1
0.0 -0.1 0.0
0.0 0.0 0.0
0.0 0.0 0.0
0.0 0.0 0.0
0.0 0.0 0.0
0.0 0.0 0.0
0.0 0.0 0.0
0.0 0.0 0.0
0.0 0.0 0.0
0.0 0.0 0.0
0.0 0.0 0.0
0.0 0.0 0.0
0.0 0.0 0.0
0.0 0.0 0.0
0.0 0.0 0.0
0.0 0.0 0.0
0.0 0.0 0.0
0.1 0.1 0.1
-0.1 -0.1 -0.1
0.0 0.1 0.1
0.0 0.1 0.0
0.0 -0.1 0.0
0.0 0.3 -0.1
-0.4 -0.3 -0.2
0.0 -0.1 0.0
-0.1 0.1 0.0
0.1 0.0 0.0
0.0 0.1 0.0
0.0 -0.1 0.0

Mulliken population analysis, charges in e, atoms 1 to 4:
1 Pt 0.6364
2 O -0.6032
3 S 1.1832
4 O -0.6437